C6H10FN | the ωB97M-V functional and the def2-TZVPD basis

Its HOMO energy is -8.86 eV. The energy above the lowest of the compared OMol25 structures with the same formula, charge and spin is 129.72 kJ/mol. For the LUMO energy, the calculation gives 0.0414 Ha. The total charge is 0. The structure (SMILES) is C[C@H]1NC[C@H]2C[C@]21F.

Element x y z (Å)
C1 1.198 -0.783 1.398
C2 0.949 0.361 0.463
N1 1.200 -0.100 -0.945
C3 -0.087 -0.523 -1.533
C4 -1.126 0.529 -0.937
C5 -1.725 0.078 0.349
C6 -0.503 0.925 0.378
F1 -0.460 2.126 0.890
H1 0.701 -1.674 0.960
H2 2.249 -0.963 1.634
H3 0.623 -0.646 2.370
H4 1.435 1.280 0.788
H5 1.671 0.665 -1.491
H6 0.061 -0.371 -2.629
H7 -0.228 -1.609 -1.226
H8 -1.635 1.294 -1.616
H9 -2.729 0.402 0.725
H10 -1.594 -0.988 0.420

C6H10FN2O | the ωB97M-V functional and the def2-TZVPD basis

Its HOMO energy is -14.09 eV. The energy above the lowest of the compared OMol25 structures with the same formula, charge and spin is 23.13 kJ/mol. For the LUMO energy, the calculation gives -0.1447 Ha. The total charge is +1. The structure (SMILES) is C[C@H](F)[C@@]1(O)C=CNC=[NH+]1.

Element x y z (Å)
C1 1.318 1.844 -0.340
C2 1.392 0.400 -0.254
F1 1.158 -0.222 -1.472
C3 0.308 -0.045 0.804
O1 0.728 0.168 1.999
C4 -1.114 0.535 0.410
C5 -1.956 0.024 -0.454
N1 -1.707 -1.278 -0.912
C6 -0.732 -1.987 -0.381
N2 0.046 -1.588 0.596
H1 0.448 2.293 -0.921
H2 2.206 2.233 -0.829
H3 1.297 2.312 0.712
H4 2.434 0.096 0.067
H5 0.122 0.011 2.666
H6 -1.199 1.522 0.926
H7 -2.906 0.473 -0.853
H8 -2.063 -1.649 -1.751
H9 -0.601 -3.004 -0.841
H10 0.822 -2.140 0.826

C6H10IN | the ωB97M-V functional and the def2-TZVPD basis

Its spin multiplicity is 3. Its HOMO energy (alpha / beta) is -5.48 / -10.44 eV. The energy above the lowest of the compared OMol25 structures with the same formula, charge and spin is 107.22 kJ/mol. For the LUMO energy (alpha / beta), the calculation gives 0.0200 / -0.1423 Ha. The total charge is 0. The expectation value of S² is 2.005.

Element x y z (Å)
C1 -0.796 -1.645 -0.242
C2 -0.047 0.922 -1.821
C3 1.643 0.064 -0.043
C4 -0.650 -0.357 1.889
C5 0.211 0.517 -0.275
C6 -0.925 -0.351 0.378
N1 -0.754 -2.759 -0.560
I1 -2.811 0.417 0.022
H1 -0.109 -0.004 -2.452
H2 -1.037 1.469 -1.925
H3 0.819 1.641 -2.108
H4 1.746 -0.996 -0.333
H5 2.023 0.129 0.948
H6 2.345 0.620 -0.625
H7 -1.099 -1.150 2.407
H8 0.480 -0.527 1.998
H9 -0.934 0.567 2.425
H10 -0.107 1.443 0.316

C6H10IN2 | the ωB97M-V functional and the def2-TZVPD basis

Its HOMO energy (alpha / beta) is -11.77 / -11.79 eV. The energy above the lowest of the compared OMol25 structures with the same formula, charge and spin is 162.59 kJ/mol. For the LUMO energy (alpha / beta), the calculation gives -0.1913 / -0.1911 Ha. The total charge is +1.

Element x y z (Å)
C1 -0.782 0.593 1.778
C2 -1.656 -0.362 1.040
C3 0.490 0.816 1.324
C4 -1.208 -1.049 -0.034
C5 0.869 0.395 -0.091
C6 0.084 -0.877 -0.548
N1 0.428 -1.337 -1.778
N2 0.470 1.617 -0.991
I1 1.189 -2.510 1.386
H1 -1.388 1.148 2.508
H2 -2.533 -0.630 1.564
H3 1.242 1.508 1.889
H4 -1.889 -1.755 -0.514
H5 1.997 0.244 -0.151
H6 1.385 -1.387 -1.974
H7 0.055 -2.108 -2.189
H8 1.268 2.112 -1.066
H9 -0.100 2.121 -0.238
H10 0.078 1.460 -1.914

C6H10INOS | the ωB97M-V functional and the def2-TZVPD basis

Its HOMO energy (alpha / beta) is -7.54 / -7.54 eV. For the LUMO energy (alpha / beta), the calculation gives -0.0168 / -0.0168 Ha. The total charge is 0.

Element x y z (Å)
C1 -0.770 1.601 -0.861
C2 -1.509 1.101 0.048
C3 -0.112 2.584 -0.014
C4 -1.107 2.087 1.141
C5 2.390 -1.892 -1.129
C6 -1.586 -1.896 0.376
N1 1.238 -1.171 -0.677
O1 1.322 -1.620 1.743
S1 0.675 -0.866 0.689
I1 -3.081 -0.444 -0.026
H1 -0.659 1.246 -1.939
H2 0.903 2.191 0.253
H3 -0.102 3.612 -0.297
H4 -1.830 2.927 1.281
H5 -0.715 1.697 2.111
H6 2.337 -3.025 -1.073
H7 3.213 -1.653 -0.348
H8 2.831 -1.460 -2.072
H9 -1.298 -2.584 -0.432
H10 -2.138 -2.434 1.226

C6H10INS | the ωB97M-V functional and the def2-TZVPD basis

Its spin multiplicity is 3. Its HOMO energy (alpha / beta) is -6.67 / -9.01 eV. For the LUMO energy (alpha / beta), the calculation gives -0.0038 / -0.0367 Ha. The total charge is 0. The expectation value of S² is 2.016.

Element x y z (Å)
C1 -0.551 -0.150 -0.911
C2 -1.295 1.191 -0.815
C3 0.361 -2.162 0.421
C4 -0.479 -0.982 0.370
C5 0.804 -0.920 1.221
C6 -0.322 2.312 -0.624
N1 1.963 -0.106 1.165
S1 0.751 2.267 0.641
I1 3.314 -0.101 -0.410
H1 -1.107 -0.650 -1.708
H2 0.616 -0.122 -1.121
H3 -1.909 1.415 -1.864
H4 -2.018 1.094 -0.097
H5 -0.062 -3.089 0.902
H6 0.859 -2.473 -0.447
H7 -1.395 -1.029 0.920
H8 0.619 -1.162 2.280
H9 0.011 2.966 -1.436
H10 -0.161 1.702 1.513

C6H10InNO3 | the ωB97M-V functional and the def2-TZVPD basis

Its HOMO energy is 1.02 eV. For the LUMO energy, the calculation gives 0.2048 Ha. The total charge is -2.

Element x y z (Å)
C1 0.686 -2.256 -1.249
C2 1.336 -1.790 -0.132
In1 0.745 -0.063 1.197
C3 0.457 -0.612 3.379
O1 -0.715 -0.551 3.843
O2 1.455 -0.942 4.073
N1 -0.994 1.019 0.458
C4 -1.982 0.144 -0.165
C5 -0.544 1.997 -0.426
C6 0.302 1.610 -1.644
O3 -0.781 3.182 -0.232
H1 -0.244 -2.819 -1.196
H2 1.119 -2.093 -2.249
H3 2.289 -2.276 0.121
H4 2.129 1.094 1.112
H5 -2.660 -0.295 0.567
H6 -2.610 0.735 -0.852
H7 -1.548 -0.665 -0.781
H8 -0.163 1.948 -2.574
H9 1.272 2.102 -1.589
H10 0.449 0.531 -1.659

C6H10N | the ωB97M-V functional and the def2-TZVPD basis

Its HOMO energy is -13.29 eV. The energy above the lowest of the compared OMol25 structures with the same formula, charge and spin is 493.31 kJ/mol. For the LUMO energy, the calculation gives -0.1333 Ha. The total charge is +1.

Element x y z (Å)
C1 -2.464 0.936 0.160
C2 -1.369 0.226 0.213
C3 -2.641 -0.526 0.034
C4 1.382 1.222 0.615
C5 1.434 0.934 -0.861
C6 0.546 0.096 0.010
N1 0.862 -1.338 -0.039
H1 -2.996 1.797 0.123
H2 -3.106 -1.028 0.777
H3 -2.996 -0.876 -0.834
H4 2.271 0.897 1.303
H5 0.788 2.029 0.954
H6 1.035 1.748 -1.426
H7 2.205 0.412 -1.267
H8 1.619 -1.550 0.580
H9 1.031 -1.472 -1.120
H10 -0.003 -1.754 0.268

C6H10N | the ωB97M-V functional and the def2-TZVPD basis

Its HOMO energy is -14.57 eV. The energy above the lowest of the compared OMol25 structures with the same formula, charge and spin is 223.15 kJ/mol. For the LUMO energy, the calculation gives -0.1235 Ha. The total charge is +1. The structure (SMILES) is C=C[C@H]1[NH2+]C12CC2.

Element x y z (Å)
C1 -2.607 0.869 0.150
C2 -1.856 -0.104 -0.216
C3 -0.556 -0.643 0.420
N1 0.352 -1.339 -0.478
C4 0.764 -0.049 0.117
C5 1.535 0.999 -0.529
C6 2.023 0.264 0.783
H1 -3.516 1.014 -0.504
H2 -2.374 1.788 0.745
H3 -2.279 -0.855 -0.944
H4 -0.647 -1.095 1.374
H5 0.682 -2.387 -0.356
H6 0.165 -1.243 -1.479
H7 1.212 2.037 -0.463
H8 1.964 0.707 -1.548
H9 2.808 -0.467 0.815
H10 1.997 0.933 1.670

C6H10N | the ωB97M-V functional and the def2-TZVPD basis

Its HOMO energy is -14.27 eV. The energy above the lowest of the compared OMol25 structures with the same formula, charge and spin is 219.65 kJ/mol. For the LUMO energy, the calculation gives -0.1973 Ha. The total charge is +1. The structure (SMILES) is CC#[N+]C/C=C/C.

Element x y z (Å)
C1 -2.485 0.106 0.206
C2 -1.223 -0.158 0.857
N1 -0.667 -0.577 1.819
C3 0.800 -0.585 1.960
C4 1.516 -0.252 0.721
C5 0.874 0.264 -0.312
C6 1.254 0.438 -1.756
H1 -2.789 -0.821 -0.373
H2 -2.235 0.765 -0.690
H3 -3.242 0.215 0.911
H4 1.035 -1.630 2.446
H5 1.080 0.044 2.821
H6 2.457 -0.647 0.548
H7 -0.057 0.784 -0.185
H8 0.913 1.429 -1.985
H9 0.727 -0.364 -2.346
H10 2.291 0.509 -1.968

C6H10N | the ωB97M-V functional and the def2-TZVPD basis

Its HOMO energy is -14.47 eV. The energy above the lowest of the compared OMol25 structures with the same formula, charge and spin is 282.98 kJ/mol. For the LUMO energy, the calculation gives -0.2301 Ha. The total charge is +1.

Element x y z (Å)
C1 1.361 0.171 -0.173
C2 0.524 -0.554 0.803
C3 -0.600 1.095 -0.977
C4 -1.254 0.196 -0.082
C5 2.831 -0.038 -0.130
C6 -2.580 -0.242 0.169
N1 0.826 0.948 -1.023
H1 0.443 -1.626 0.690
H2 0.488 -0.186 1.822
H3 -1.006 1.070 -2.003
H4 -0.794 2.138 -0.668
H5 3.120 -0.785 -0.869
H6 3.135 -0.390 0.851
H7 3.345 0.885 -0.383
H8 -3.335 0.469 -0.167
H9 -2.731 -0.520 1.215
H10 -2.748 -1.179 -0.381

C6H10N | the ωB97M-V functional and the def2-TZVPD basis

Its HOMO energy is -11.48 eV. The energy above the lowest of the compared OMol25 structures with the same formula, charge and spin is 655.95 kJ/mol. For the LUMO energy, the calculation gives -0.2731 Ha. The total charge is +1.

Element x y z (Å)
C1 1.833 0.890 0.886
C2 -1.740 0.719 -0.371
C3 -1.513 -1.174 1.361
C4 2.182 0.289 -0.171
C5 -1.692 -0.069 0.890
C6 3.149 -0.222 -1.053
N1 -3.110 0.255 -0.812
H1 0.973 1.306 1.228
H2 2.522 1.066 1.697
H3 -1.589 1.873 -0.339
H4 -0.974 0.237 -1.106
H5 -1.517 -2.247 1.511
H6 3.521 0.596 -1.549
H7 2.865 -0.809 -1.857
H8 3.906 -0.778 -0.392
H9 -3.892 0.626 -0.371
H10 -3.137 -0.377 -1.522